{
  "formula": "C66H154N10O11",
  "method": "ωB97M-V/def2-TZVPD",
  "charge": 0,
  "spin_multiplicity": 1,
  "relative_energy_kcal_mol": 1665.82,
  "orbital_gap_ev": 7.09,
  "symbols": ["C", "C", "C", "C", "C", "C", "N", "O", "C", "C", "C", "H", "H", "H", "H", "H", "H", "H", "H", "H", "H", "H", "H", "H", "H", "H", "H", "H", "H", "H", "C", "C", "C", "C", "C", "C", "N", "O", "C", "C", "C", "H", "H", "H", "H", "H", "H", "H", "H", "H", "H", "H", "H", "H", "H", "H", "H", "H", "H", "H", "C", "C", "C", "C", "C", "C", "N", "O", "C", "C", "C", "H", "H", "H", "H", "H", "H", "H", "H", "H", "H", "H", "H", "H", "H", "H", "H", "H", "H", "H", "C", "C", "C", "C", "C", "C", "N", "O", "C", "C", "C", "H", "H", "H", "H", "H", "H", "H", "H", "H", "H", "H", "H", "H", "H", "H", "H", "H", "H", "H", "C", "C", "C", "C", "C", "C", "N", "O", "C", "C", "C", "H", "H", "H", "H", "H", "H", "H", "H", "H", "H", "H", "H", "H", "H", "H", "H", "H", "H", "H", "C", "O", "H", "H", "H", "H", "C", "C", "C", "O", "C", "N", "H", "H", "H", "H", "H", "H", "H", "H", "H", "H", "H", "C", "C", "C", "O", "C", "N", "H", "H", "H", "H", "H", "H", "H", "H", "H", "H", "H", "C", "C", "C", "O", "C", "N", "H", "H", "H", "H", "H", "H", "H", "H", "H", "H", "H", "C", "C", "C", "O", "C", "N", "H", "H", "H", "H", "H", "H", "H", "H", "H", "H", "H", "C", "C", "C", "O", "C", "N", "H", "H", "H", "H", "H", "H", "H", "H", "H", "H", "H"],
  "xyz": [[-2.572, 1.233, -2.307], [-3.971, 0.850, -1.726], [-4.994, 0.807, -2.854], [-4.891, -0.417, -3.706], [-4.983, -1.645, -2.808], [-4.030, -1.765, -1.649], [-3.959, -0.436, -0.986], [-2.958, -0.472, 0.026], [-4.639, -2.782, -0.648], [-2.727, -2.275, -2.310], [-4.582, 1.856, -0.707], [-2.575, 2.283, -2.601], [-2.207, 0.503, -3.029], [-1.767, 1.148, -1.576], [-6.035, 0.893, -2.544], [-5.042, 1.732, -3.429], [-3.896, -0.439, -4.151], [-5.680, -0.430, -4.457], [-4.889, -2.532, -3.434], [-6.038, -1.611, -2.538], [-5.095, -3.586, -1.226], [-3.784, -3.167, -0.092], [-5.430, -2.415, 0.006], [-2.197, -1.500, -2.863], [-1.991, -2.506, -1.539], [-2.828, -3.151, -2.950], [-4.518, 2.896, -1.028], [-4.000, 1.858, 0.215], [-5.643, 1.715, -0.504], [-3.476, -0.921, 0.698], [2.542, 7.034, 0.292], [3.154, 6.411, -0.931], [4.681, 6.109, -0.723], [4.966, 4.889, 0.121], [4.239, 3.680, -0.405], [2.718, 3.857, -0.718], [2.450, 5.130, -1.423], [1.098, 5.437, -1.791], [2.289, 2.786, -1.787], [1.964, 3.622, 0.597], [3.183, 7.452, -2.051], [2.808, 8.071, 0.495], [2.822, 6.444, 1.165], [1.477, 7.130, 0.079], [5.159, 5.890, -1.678], [5.142, 6.970, -0.237], [4.701, 5.085, 1.160], [6.047, 4.750, 0.131], [4.368, 2.924, 0.370], [4.677, 3.265, -1.313], [2.789, 2.928, -2.746], [2.433, 1.746, -1.496], [1.233, 2.902, -2.032], [2.218, 2.616, 0.931], [2.132, 4.352, 1.388], [0.879, 3.601, 0.490], [3.549, 8.454, -1.826], [2.200, 7.488, -2.520], [3.801, 7.196, -2.912], [1.028, 5.597, -2.735], [3.258, -5.308, 1.507], [3.377, -4.890, 0.070], [3.458, -6.012, -0.929], [2.187, -6.829, -0.969], [1.091, -5.931, -1.456], [0.884, -4.623, -0.652], [2.221, -4.011, -0.334], [2.146, -2.762, 0.282], [0.098, -3.664, -1.606], [0.069, -4.876, 0.645], [4.731, -4.089, -0.122], [2.971, -4.514, 2.196], [4.235, -5.731, 1.743], [2.507, -6.076, 1.691], [3.789, -5.637, -1.898], [4.284, -6.653, -0.621], [1.812, -7.215, -0.021], [2.307, -7.675, -1.645], [0.207, -6.550, -1.307], [1.279, -5.924, -2.529], [-0.311, -2.790, -1.100], [0.689, -3.348, -2.465], [-0.779, -4.187, -1.985], [0.488, -5.648, 1.290], [0.070, -3.952, 1.223], [-0.992, -5.078, 0.499], [5.584, -4.632, 0.285], [4.755, -3.130, 0.395], [4.946, -3.966, -1.183], [2.086, -2.179, -0.478], [-3.638, 5.971, -2.482], [-3.496, 4.922, -1.297], [-2.590, 3.742, -1.784], [-1.097, 4.104, -1.925], [-0.502, 4.547, -0.579], [-1.377, 5.755, 0.023], [-2.906, 5.461, -0.140], [-3.674, 6.486, 0.457], [-0.957, 5.727, 1.446], [-1.007, 7.009, -0.704], [-4.852, 4.314, -1.024], [-3.887, 6.952, -2.076], [-4.384, 5.528, -3.142], [-2.680, 6.073, -2.990], [-2.572, 2.855, -1.150], [-2.954, 3.409, -2.756], [-0.997, 4.905, -2.657], [-0.472, 3.275, -2.255], [0.570, 4.663, -0.738], [-0.683, 3.722, 0.110], [-1.407, 6.510, 2.056], [-1.200, 4.800, 1.966], [0.129, 5.724, 1.544], [-1.303, 6.968, -1.752], [-1.503, 7.806, -0.151], [0.055, 7.246, -0.643], [-5.123, 3.542, -1.743], [-5.568, 5.113, -0.829], [-4.864, 3.697, -0.126], [-3.907, 6.025, 1.266], [-3.229, -4.904, 0.727], [-3.720, -4.361, 2.094], [-4.424, -5.508, 2.882], [-3.465, -6.545, 3.471], [-2.496, -5.766, 4.364], [-1.657, -4.634, 3.629], [-2.617, -3.771, 2.918], [-2.047, -2.611, 2.309], [-1.017, -3.754, 4.715], [-0.508, -5.206, 2.732], [-4.703, -3.252, 1.848], [-2.660, -5.824, 0.861], [-2.582, -4.151, 0.276], [-4.054, -5.067, 0.033], [-5.068, -5.166, 3.692], [-5.120, -6.007, 2.208], [-2.930, -7.132, 2.724], [-3.908, -7.231, 4.193], [-1.760, -6.355, 4.912], [-3.084, -5.287, 5.147], [-0.342, -4.385, 5.293], [-0.417, -3.037, 4.154], [-1.678, -3.154, 5.340], [-0.810, -5.961, 2.006], [0.028, -4.410, 2.216], [0.167, -5.759, 3.385], [-5.405, -3.596, 1.088], [-4.282, -2.371, 1.362], [-5.255, -2.903, 2.720], [-2.201, -1.974, 3.010], [2.543, 1.227, 2.868], [2.239, 1.166, 1.488], [2.539, 2.275, 3.168], [1.766, 0.746, 3.461], [3.520, 0.792, 3.082], [2.132, 0.213, 1.435], [-0.553, 2.418, 0.235], [0.032, 0.990, 0.437], [-0.950, -0.126, 0.243], [-0.384, -1.405, 0.690], [-1.054, -2.658, 0.516], [1.141, 0.661, -0.511], [0.145, 3.247, 0.349], [-1.279, 2.523, 1.041], [-1.064, 2.430, -0.728], [0.445, 1.064, 1.443], [-1.422, -0.234, -0.733], [-1.749, 0.019, 0.969], [-0.591, -3.515, 1.006], [-1.114, -2.895, -0.546], [-2.095, -2.658, 0.842], [1.543, -0.208, -0.190], [1.960, 1.232, -0.357], [0.776, -2.462, 2.650], [1.682, -1.302, 2.445], [3.172, -1.686, 2.540], [3.542, -2.278, 3.776], [4.994, -2.264, 3.973], [1.399, -0.826, 1.112], [-0.192, -2.368, 3.142], [1.198, -3.205, 3.327], [0.653, -2.994, 1.706], [1.482, -0.532, 3.190], [3.832, -0.856, 2.291], [3.255, -2.496, 1.816], [5.304, -1.312, 4.402], [5.454, -2.322, 2.986], [5.303, -3.095, 4.608], [1.704, -1.554, 0.481], [0.422, -0.826, 0.853], [-0.743, -0.708, 3.366], [-2.276, -0.414, 3.638], [-3.056, -0.114, 2.308], [-4.398, 0.210, 2.723], [-5.222, 0.703, 1.706], [-2.749, -1.577, 4.304], [-0.264, -0.965, 4.311], [-0.252, 0.169, 2.944], [-0.510, -1.570, 2.741], [-2.384, 0.468, 4.269], [-3.018, -0.923, 1.579], [-2.571, 0.670, 1.726], [-5.005, 1.696, 1.312], [-6.245, 0.651, 2.077], [-5.303, -0.082, 0.955], [-2.315, -1.571, 5.216], [-3.756, -1.507, 4.329], [0.859, 1.310, -2.519], [1.173, 1.380, -4.028], [2.351, 2.339, -4.313], [2.325, 2.603, -5.713], [3.499, 3.197, -6.232], [1.542, 0.028, -4.606], [1.734, 1.166, -1.885], [0.088, 0.579, -2.278], [0.520, 2.244, -2.070], [0.220, 1.743, -4.413], [3.284, 1.882, -3.985], [2.256, 3.259, -3.735], [3.553, 4.158, -5.720], [3.433, 3.413, -7.298], [4.363, 2.575, -5.998], [1.757, 0.161, -5.584], [2.436, -0.328, -4.297], [3.105, -0.030, -0.122], [3.920, 0.105, -1.437], [5.168, -0.821, -1.352], [6.071, -0.528, -0.334], [6.999, -1.534, 0.062], [2.911, -0.204, -2.439], [2.400, 0.796, -0.040], [3.823, 0.113, 0.686], [2.573, -0.963, 0.066], [4.293, 1.113, -1.617], [5.748, -0.577, -2.242], [4.927, -1.880, -1.449], [6.462, -2.428, 0.377], [7.487, -1.144, 0.955], [7.720, -1.698, -0.738], [2.411, -1.056, -2.234], [2.223, 0.535, -2.420]],
  "forces_ev_per_angstrom": [[-0.047, -1.569, 0.157], [-0.307, 0.149, 0.926], [-1.029, 0.209, -0.372], [1.347, -0.290, 0.093], [-1.976, 0.322, -1.295], [-0.641, 0.682, -0.989], [-1.158, -1.251, -1.635], [-6.153, -1.051, -5.096], [1.170, 0.787, -2.363], [0.919, 0.445, 1.224], [2.601, -1.197, -1.299], [0.432, -3.220, -1.256], [-0.506, 0.152, -0.545], [-0.607, 0.177, 0.061], [-0.163, -0.624, 1.055], [1.145, 0.235, -0.347], [-0.069, 0.137, -0.642], [0.217, -0.133, -0.151], [0.045, -0.147, 0.065], [-0.165, -0.351, 0.826], [0.182, -0.266, -0.130], [-1.103, 0.488, -0.641], [0.326, 0.779, -1.109], [-0.400, 0.086, -0.356], [-0.930, 0.036, -0.550], [-0.323, 0.020, 0.091], [1.499, -5.121, 0.035], [0.260, -0.094, -0.639], [0.043, -0.479, -0.116], [-1.152, 0.070, -2.064], [-0.482, 0.029, 0.285], [1.727, -0.229, -1.136], [-0.750, -0.724, 0.341], [-0.072, 0.600, 0.163], [-0.354, -0.109, -0.272], [-0.568, -0.614, -0.241], [2.675, 2.736, -0.614], [3.383, 1.831, -2.172], [3.829, 4.465, 3.325], [0.809, 0.816, 0.214], [-0.783, -0.327, -1.531], [0.655, -0.013, -0.274], [-0.637, 0.025, 0.190], [0.105, -0.557, 0.759], [-0.127, 0.455, -0.259], [-0.012, 0.266, -0.325], [-0.217, -0.105, 0.176], [0.071, -0.319, -0.003], [-0.420, -0.431, -0.203], [0.419, 0.305, -0.093], [0.987, 0.149, 3.135], [2.832, 3.997, 1.078], [3.599, 3.100, 1.093], [0.035, 1.137, 0.039], [0.536, 0.167, -0.044], [6.172, 2.298, 1.179], [-0.370, -0.067, 0.725], [-0.299, 0.633, 0.265], [0.319, -0.673, 0.147], [0.886, -0.062, -0.593], [0.171, -0.891, 0.509], [0.202, 2.763, -0.372], [0.392, -1.288, 0.938], [0.164, 0.204, 0.060], [-0.534, -0.980, 0.069], [-0.047, 0.907, -0.697], [0.501, -2.466, -2.280], [0.604, -5.211, -1.778], [1.939, -0.543, -1.415], [3.676, -2.461, -4.752], [-0.838, -0.347, 0.307], [0.453, 0.291, -0.118], [-0.063, -0.026, 0.672], [0.050, -0.200, -0.262], [-0.572, 0.114, -0.188], [0.215, -0.095, 0.219], [0.875, -0.184, 0.388], [-0.107, -0.076, 0.008], [-0.608, 0.368, -0.288], [-0.423, 1.283, -0.162], [3.385, -0.281, -2.572], [0.327, -0.409, -0.183], [-0.033, -0.167, -0.029], [1.073, -0.186, -2.084], [4.898, -4.163, -1.597], [0.722, -0.204, -0.586], [-0.144, -0.403, 0.116], [-0.472, -0.039, -0.173], [-0.183, 0.257, 0.029], [0.716, -0.881, -1.714], [0.336, -1.156, 0.895], [1.102, -0.177, -2.177], [1.102, 2.530, 0.561], [-0.332, 0.977, 0.504], [-5.567, 2.663, -0.030], [0.606, -1.993, -2.517], [2.899, -0.657, 2.156], [0.033, -0.027, -0.073], [-0.335, 0.190, 1.624], [-0.280, 1.237, 0.740], [-1.553, 3.618, 1.265], [-0.438, -0.138, -0.131], [-0.058, 0.603, -0.315], [-0.186, -0.073, -0.203], [-0.845, 1.389, 0.493], [-0.643, 1.668, 0.042], [0.081, -0.016, -0.199], [-0.968, 0.300, -0.617], [-2.668, -0.181, 1.940], [-3.051, 5.971, -1.735], [0.204, 0.330, 0.031], [-0.505, -0.280, -0.256], [0.084, 0.626, -0.226], [0.002, 0.225, 0.173], [-0.311, 0.535, -0.530], [-0.415, -0.269, -0.180], [-1.241, 2.457, -1.452], [-0.321, 0.171, -0.587], [-0.114, 1.992, 0.832], [-0.349, 0.432, 0.289], [0.079, -0.498, 0.528], [0.913, -0.041, 0.644], [0.004, -0.596, -0.245], [1.007, 0.697, 0.847], [0.989, 1.190, -0.745], [-0.759, -0.499, 0.474], [-1.088, -1.258, -0.080], [-1.922, -3.250, 4.281], [0.485, -0.309, -0.334], [-2.405, -0.472, 4.708], [-1.017, 0.265, 0.649], [-0.177, -0.110, 0.010], [-0.092, -0.735, -0.033], [0.079, -0.402, 0.215], [0.225, 0.571, 0.081], [-0.013, 0.047, -0.336], [-0.065, 0.010, -0.129], [-0.672, -0.227, -0.523], [-0.004, -0.435, -0.230], [-0.138, 0.253, -0.005], [0.077, 0.140, 0.218], [-0.328, -0.866, 1.683], [-0.024, -1.138, 0.021], [-1.032, 0.205, 1.283], [-0.982, -1.704, 4.194], [0.371, 0.117, 0.271], [-0.275, -0.355, 1.014], [0.077, -0.430, 1.186], [0.161, -0.310, 0.359], [-0.601, -1.030, 0.852], [-0.012, 2.449, 0.138], [2.287, 4.988, 7.617], [0.290, 0.241, 0.124], [0.434, 0.971, 0.341], [0.018, 0.099, 0.276], [-0.979, -1.886, -1.359], [-0.989, -8.503, 0.689], [0.734, 0.533, -1.742], [-0.058, 0.856, 1.500], [-12.207, -5.726, -3.934], [-3.771, 2.001, -3.584], [-9.361, 1.362, 2.586], [-2.014, -6.144, 0.254], [-0.394, 0.194, 0.118], [0.588, -0.182, 0.822], [-0.747, -0.327, -0.176], [1.764, 0.066, 0.225], [2.729, 0.466, -1.014], [-4.858, 5.313, -1.922], [-1.688, 0.313, 3.253], [1.102, 0.751, -2.106], [-2.591, 1.511, -1.342], [-7.456, 6.453, -3.692], [2.899, -4.766, 0.985], [-0.374, -1.232, 0.519], [-0.052, -1.318, -0.097], [0.903, 0.236, 1.193], [-1.475, 0.352, -0.752], [6.464, -0.824, 6.941], [2.913, -2.612, -0.875], [0.901, -0.114, 0.008], [1.174, 1.361, 1.297], [-0.036, -1.364, -0.569], [-0.123, -0.227, -0.005], [0.753, 0.601, 0.009], [-0.023, 0.054, 0.210], [0.293, -0.310, -0.022], [-0.243, 0.052, -0.079], [-2.798, 1.612, 3.498], [4.707, 1.927, 2.737], [-2.792, 4.059, 0.976], [1.830, 2.429, -1.338], [-0.602, 0.621, 3.644], [1.341, -0.035, 0.538], [-1.646, -1.318, 0.685], [-1.605, 1.281, 1.438], [-0.037, 0.371, 0.368], [-0.328, 0.120, 0.305], [-2.603, 4.541, -0.625], [0.017, 0.389, -0.151], [0.747, -0.281, 4.826], [-0.782, 0.928, 1.322], [-0.138, -0.733, 1.102], [-0.109, 0.534, 0.549], [0.398, 0.510, -0.915], [-0.568, -0.093, 0.155], [-0.261, -0.324, 0.593], [-4.012, -2.171, -4.471], [0.889, -0.454, 0.418], [-1.401, 0.404, -2.514], [-0.171, -0.800, -0.653], [-0.504, 0.424, 1.092], [-1.317, 0.689, -0.769], [-5.507, -0.056, -2.490], [0.307, -0.518, -1.036], [-2.877, -3.663, -1.283], [0.289, -0.043, -1.021], [0.283, -0.296, -0.330], [-0.653, 0.627, -2.354], [0.730, 0.334, -0.016], [-0.297, -0.431, 0.043], [0.262, 0.076, -0.123], [-0.671, 0.334, -0.512], [-0.008, 0.361, 0.946], [11.109, -0.413, -2.105], [-0.468, -1.971, 2.547], [0.282, 0.312, -2.680], [-0.262, 0.475, 1.860], [-0.869, 0.775, -0.006], [3.786, -1.816, -1.348], [10.454, -6.808, 4.289], [0.390, -0.612, -0.150], [4.247, 1.951, -1.995], [0.012, -0.008, 0.116], [-0.046, -0.312, -0.868], [-0.323, -0.021, 0.403], [0.370, -0.171, -0.341], [0.218, 0.073, -0.173], [0.126, -0.365, 0.019], [0.033, -0.252, 0.076], [1.159, -2.100, -1.639]]
}